# 1
C20H36N3O3Pt as an isolated structure, computed with ωB97M-V with the def2-TZVPD basis set.

```
! wB97M-V def2-TZVPD RIJCOSX def2/J DEFGRID3
* xyz 1 1
Pt -1.11072 -0.29308 0.69628
N 2.29652 3.14364 -0.64278
C 1.36253 2.38733 0.28355
C 2.18102 1.75675 1.39347
C 1.25211 0.89585 2.25398
N 0.85943 -0.24850 1.40328
C 0.06370 1.70514 2.78032
C -0.67216 2.54764 1.73732
N -1.52961 1.72554 0.85320
C 0.31709 3.33109 0.85826
H 2.99169 2.50552 -1.04469
H 2.79584 3.88007 -0.13828
H 1.78624 3.58004 -1.41317
H 0.91096 1.61998 -0.35239
H 2.65278 2.53535 2.00164
H 2.97285 1.12153 0.98178
H 1.82257 0.53815 3.11269
H 0.82933 -1.12633 1.91568
H 1.56430 -0.38055 0.68156
H 0.42979 2.37384 3.56384
H -0.64787 1.02411 3.25076
H -1.29603 3.27542 2.25924
H -1.64198 2.19164 -0.04175
H -2.48346 1.57833 1.19776
H 0.81374 4.09092 1.47090
H -0.22944 3.85570 0.06817
C -4.00390 -2.12987 1.29637
C -4.00992 -1.15561 0.12342
C -5.34836 -0.42414 0.05182
C -3.74801 -1.87720 -1.19300
O -3.04953 -0.12094 0.33175
H -4.78212 -2.88572 1.17383
H -4.19269 -1.59210 2.22764
H -3.04305 -2.63890 1.36137
H -6.16979 -1.13170 -0.06960
H -5.35749 0.26475 -0.79479
H -5.51667 0.14446 0.96800
H -4.59427 -2.51491 -1.45533
H -2.86526 -2.51044 -1.13288
H -3.61684 -1.14335 -1.99184
C 4.37314 0.61024 -1.87172
C 3.18533 -0.27968 -1.59955
C 3.29559 -1.38756 -0.76558
C 2.20081 -2.21633 -0.50806
C 2.34655 -3.41301 0.39308
C 0.97146 -1.91538 -1.09921
C 0.85686 -0.86642 -2.01478
C -0.43379 -0.61673 -2.74331
C 1.96161 -0.04564 -2.22857
C -0.27238 -2.68629 -0.67565
O -0.68321 -3.60778 -1.33753
O -0.80616 -2.29118 0.46418
H 5.28291 0.20412 -1.43310
H 4.23910 1.62100 -1.45909
H 4.53923 0.72872 -2.94240
H 4.25320 -1.62221 -0.31189
H 3.33158 -3.44069 0.85675
H 2.21333 -4.33228 -0.17907
H 1.58424 -3.42780 1.17519
H -0.79362 -1.53725 -3.20221
H -0.29417 0.13135 -3.52389
H -1.22451 -0.27368 -2.07169
H 1.87954 0.76499 -2.94932
*
```



# 2
A 4-piece molecular cluster, C20H36NO10 overall, computed with ωB97M-V with the def2-TZVPD basis set.

```
! wB97M-V def2-TZVPD RIJCOSX def2/J DEFGRID3
* xyz 1 1
C -2.58480 -4.35987 1.73909
C -2.12512 -2.90432 1.84171
O -2.14737 -2.24145 0.57692
C -0.89746 -1.94761 0.02662
C -0.11562 -3.19008 -0.43958
C 1.38638 -3.04512 -0.34250
C 2.23738 -4.19478 -0.86291
C 3.62608 -3.97896 -0.22319
C 3.38528 -3.04359 0.97444
N 1.88016 -2.98306 1.08915
H -3.48300 -4.53935 2.32723
H -1.82693 -5.06748 2.07970
H -2.82550 -4.59409 0.70189
H -1.11713 -2.83090 2.27173
H -2.78068 -2.33279 2.49851
H -0.29531 -1.35724 0.73931
H -1.09048 -1.29057 -0.82094
H -0.34487 -3.39991 -1.48607
H -0.44747 -4.06855 0.12272
H 1.72892 -2.10752 -0.79033
H 2.26886 -4.20786 -1.95025
H 1.80417 -5.14366 -0.53417
H 4.32422 -3.50305 -0.90827
H 4.07579 -4.91690 0.09369
H 3.81700 -3.36039 1.91817
H 3.71967 -2.02764 0.77970
H 1.55497 -2.16189 1.59830
H 1.52833 -3.80379 1.58590
C 7.83760 -6.65786 1.67213
C 7.98235 -5.19615 1.35463
C 8.74093 -4.36225 2.37097
O 8.10801 -3.07730 2.25124
C 6.86942 -3.25979 1.77806
O 6.02973 -2.41057 1.71962
O 6.68724 -4.53490 1.37313
H 7.23923 -7.16239 0.91552
H 8.82315 -7.12475 1.68871
H 7.37018 -6.79599 2.64716
H 8.39402 -5.04001 0.35436
H 9.80131 -4.25311 2.16673
H 8.58678 -4.72856 3.38827
C -2.85877 1.21169 -0.09631
C -3.76585 2.26761 -0.66937
C -3.48022 2.70741 -2.09465
O -3.89604 4.07466 -2.08327
C -3.81865 4.53318 -0.80898
O -3.93574 5.66956 -0.49101
O -3.58826 3.50606 0.04224
H -3.12001 1.01459 0.94225
H -2.97080 0.28004 -0.65290
H -1.82046 1.54486 -0.13940
H -4.81709 1.98276 -0.56797
H -4.04098 2.17062 -2.85457
H -2.40961 2.66739 -2.31641
C -5.44417 7.87565 -2.44542
C -5.56026 9.37107 -2.54611
C -4.81149 10.16415 -1.49046
O -5.62516 11.33145 -1.34362
C -6.89177 11.01395 -1.71206
O -7.83843 11.70995 -1.54691
O -6.91589 9.79302 -2.29490
H -6.05739 7.39174 -3.20445
H -4.40788 7.56950 -2.58919
H -5.76201 7.53370 -1.46158
H -5.29492 9.73065 -3.54513
H -3.80764 10.46344 -1.77851
H -4.78595 9.62734 -0.53840
*
```



# 3
C20H37ClN3OPTi as an isolated structure, computed with ωB97M-V with the def2-TZVPD basis set.

```
! wB97M-V def2-TZVPD RIJCOSX def2/J DEFGRID3
* xyz 2 1
C 0.27679 0.98882 -4.90571
C 1.64942 1.49764 -4.84773
C 0.03292 -0.41994 -5.23821
C -0.84387 1.93308 -4.88739
Cl 0.57374 1.67204 -1.39409
H 0.03343 -0.62865 -6.32665
H -0.94913 -0.73839 -4.85545
H 0.80844 -1.06100 -4.79072
H 2.03748 1.82826 -5.83090
H 2.33645 0.72252 -4.48028
H 1.71025 2.36020 -4.17034
H -1.09002 2.34348 -5.88624
H -0.61663 2.78654 -4.23357
H -1.75539 1.44308 -4.51483
C 1.81139 -1.10390 1.51614
C 0.96067 -2.05832 0.85391
C 1.12979 -1.90358 -0.54998
H 0.37507 -2.82158 1.35702
C 2.08072 -0.86164 -0.77605
C 2.46265 -0.32978 0.49139
H 3.18812 0.46483 0.66596
H 1.98481 -1.03994 2.59275
H 0.67981 -2.52759 -1.32541
H 2.48428 -0.57336 -1.73624
C -2.37784 0.88584 0.99389
C -2.38203 -0.40146 1.58902
C -1.83540 -1.33256 0.64998
H -2.90598 -0.64673 2.52448
C -1.56958 -0.62615 -0.58081
C -1.90212 0.75628 -0.33720
H -1.90092 1.55067 -1.08123
H -2.73680 1.81866 1.44495
H -1.79236 -2.40980 0.77664
H -1.30596 -1.04548 -1.55546
Ti 0.24300 0.11759 0.33104
C 2.56937 2.73470 3.24058
N 1.83476 1.73117 4.04846
C 2.66430 0.86862 4.90455
P 0.31232 1.26927 3.61607
O 0.25894 0.99188 2.11451
N -0.07308 -0.00616 4.59750
C -0.35314 -1.39289 4.21362
C -0.15500 0.26973 6.05041
N -0.72332 2.46986 4.07130
C -2.13727 2.18078 4.33525
C -0.27584 3.77272 4.58128
H 3.56775 2.34641 2.99363
H 2.71025 3.67868 3.80234
H 2.06233 2.96709 2.29164
H 2.61863 1.17367 5.96388
H 2.35153 -0.18949 4.85364
H 3.70422 0.94698 4.56833
H -0.32525 -1.51657 3.12863
H 0.38894 -2.07155 4.65082
H -1.34314 -1.70608 4.56202
H 0.63310 -0.26645 6.59709
H -0.02791 1.34550 6.24940
H -1.12743 -0.03927 6.46074
H -2.31739 2.05206 5.41317
H -2.74435 3.02781 3.98638
H -2.46166 1.27069 3.81772
H 0.50047 3.64704 5.35977
H 0.11814 4.41514 3.77395
H -1.13886 4.26860 5.05692
*
```



# 4
C20H37F6N2O14S2V as an isolated structure, computed with ωB97M-V with the def2-TZVPD basis set.

```
! wB97M-V def2-TZVPD RIJCOSX def2/J DEFGRID3
* xyz -2 1
O 1.45128 0.73764 -3.80312
V 1.51220 1.14735 -2.29937
O 2.65443 0.29186 -1.60423
C 5.99717 0.82403 -8.78496
F 5.03411 -0.10034 -8.72006
F 6.51064 0.60138 -10.04028
F 5.47538 2.08636 -8.71634
S 7.31462 0.52007 -7.42452
O 6.69031 0.53354 -6.15629
O 8.07095 -0.73619 -7.70578
O 8.23480 1.62967 -7.48083
C 4.30785 8.13034 -4.90296
F 4.80975 7.97735 -6.12170
F 4.58408 9.31848 -4.48218
F 2.91779 7.92597 -4.98517
S 5.18990 6.73310 -3.84442
O 4.24784 5.60005 -3.75977
O 6.50291 6.39725 -4.45489
O 5.39126 7.36002 -2.55075
C -5.67315 -1.48892 1.56722
C -4.62413 -2.52384 1.95157
C -5.24705 -3.82652 2.65960
C -5.71999 -4.90899 1.64356
C -4.61897 -5.21771 0.56146
C -4.08896 -3.93839 -0.17449
N -3.69707 -2.99114 0.91917
O -2.87517 -1.87908 0.42977
C -5.21959 -3.37038 -1.12881
C -2.86059 -4.53744 -1.00856
C -3.84689 -1.81470 3.18675
H -6.37920 -1.87689 0.83300
H -5.28903 -0.56816 1.12819
H -6.34309 -1.16214 2.36251
H -6.16197 -3.62751 3.21765
H -4.57426 -4.31675 3.36325
H -6.61383 -4.45548 1.21519
H -5.82953 -5.87259 2.14113
H -5.18705 -5.90856 -0.06154
H -3.80406 -5.83592 0.93810
H -5.11487 -3.78319 -2.13218
H -5.24829 -2.28466 -1.22081
H -6.21674 -3.77580 -0.95719
H -3.15007 -5.30153 -1.72998
H -2.13218 -5.04565 -0.37669
H -2.28905 -3.81160 -1.58700
H -4.49836 -1.64262 4.04354
H -3.45786 -0.84375 2.88013
H -2.94719 -2.36027 3.47131
C 2.21324 -6.31263 4.23312
C 2.80486 -5.60223 3.07204
O 3.63551 -6.61631 2.50469
C 3.54066 -7.77540 3.13527
O 4.25681 -8.73029 2.81681
O 2.56784 -7.71529 4.05875
H 1.13912 -6.19283 4.37463
H 2.64915 -6.00798 5.18457
H 3.34684 -4.66475 3.19648
H 1.98405 -5.20353 2.47589
C -1.85778 3.96483 -1.84456
O -0.76543 3.96933 -0.88250
C -1.07621 4.85230 0.18160
C 0.10237 5.18432 1.06860
N 0.77741 4.01790 1.61743
C 2.01463 4.30997 2.34115
C 2.21863 3.39988 3.50680
O 1.26713 3.82769 4.48151
C 1.18539 2.92653 5.61494
H -2.29312 4.91434 -2.15607
H -2.66664 3.41146 -1.36745
H -1.45845 3.47946 -2.73509
H -1.94333 4.47235 0.72182
H -1.32982 5.83074 -0.22638
H -0.24183 5.74280 1.93906
H 0.96593 5.70407 0.65359
H 0.22419 3.38806 2.18078
H 2.01092 5.29912 2.79904
H 2.85513 4.35885 1.64886
H 3.19139 3.41900 3.99821
H 1.99926 2.37097 3.22166
H 0.45729 2.12170 5.51385
H 0.88745 3.39011 6.55537
H 2.14838 2.45771 5.81729
*
```



# 5
A 3-piece molecular cluster, C20H37IN3O8 overall, computed with ωB97M-V with the def2-TZVPD basis set.

```
! wB97M-V def2-TZVPD RIJCOSX def2/J DEFGRID3
* xyz 1 1
C -5.20604 -1.49330 1.24473
C -4.16562 -0.89810 1.19616
C -2.90370 -0.16591 1.15961
N -1.97607 -0.75855 0.15984
C -1.04146 -1.67047 0.49675
N -0.67845 -2.66547 -0.40125
C 0.02812 -2.18360 -1.64061
C 1.54210 -2.15629 -1.53049
C 2.18262 -1.00866 -0.73218
C 2.42571 0.26576 -1.54420
C 1.13605 0.90736 -2.06892
C 1.25255 2.41359 -2.24686
O -0.02875 3.06056 -2.17803
C -0.98683 2.55133 -2.99255
C -2.33088 2.44584 -2.32868
O -0.76805 2.20669 -4.11657
N -0.40735 -1.60389 1.64091
I 1.03397 -2.90363 2.26940
H -6.14154 -1.99272 1.32125
H -3.09780 0.86441 0.86074
H -2.44929 -0.12341 2.14732
H -2.52406 -1.14840 -0.60091
H -1.51571 -3.15444 -0.70262
H -0.24622 -2.89902 -2.41458
H -0.37260 -1.22089 -1.96211
H 1.87588 -3.12246 -1.14850
H 1.91818 -2.08982 -2.55603
H 3.15296 -1.36631 -0.38454
H 1.58920 -0.72664 0.14215
H 2.90528 0.98492 -0.87330
H 3.13625 0.07315 -2.35004
H 0.32422 0.71550 -1.35780
H 0.87846 0.46811 -3.03431
H 1.72540 2.65182 -3.20130
H 1.85375 2.86363 -1.45940
H -2.58692 1.38994 -2.24157
H -2.33891 2.94368 -1.36305
H -3.07004 2.92841 -2.96646
H -0.61609 -0.85375 2.28416
C -6.59919 7.89160 -0.57481
C -6.59390 6.41048 -0.27341
O -5.35155 5.79242 -0.66881
C -4.34470 5.94370 0.18352
O -4.37778 6.50110 1.24824
O -3.26456 5.34990 -0.34203
C -2.07928 5.47835 0.44942
H -6.36890 8.06668 -1.62586
H -7.58056 8.31201 -0.35733
H -5.85881 8.41444 0.02918
H -7.35503 5.89188 -0.85241
H -6.77521 6.21544 0.78263
H -2.25863 5.15332 1.47256
H -1.73180 6.50954 0.45001
H -1.33434 4.84369 -0.02509
C 8.13630 -5.79477 1.59448
C 7.60608 -6.20178 2.95006
O 6.34401 -5.56279 3.24120
C 5.28214 -6.12397 2.68712
O 5.25165 -7.10265 1.99060
O 4.20006 -5.40444 3.03789
C 2.98469 -5.89049 2.48127
H 8.19949 -4.70868 1.52085
H 9.13089 -6.21298 1.44399
H 7.48715 -6.15568 0.79751
H 8.26978 -5.87077 3.74523
H 7.49051 -7.28146 3.02939
H 2.83179 -6.94527 2.69749
H 2.96173 -5.73084 1.40269
H 2.18964 -5.31694 2.95826
*
```



# 6
A 3-piece molecular cluster, C20H37IN3O8S3Si overall, computed with ωB97M-V with the def2-TZVPD basis set.

```
! wB97M-V def2-TZVPD RIJCOSX def2/J DEFGRID3
* xyz 1 1
C 5.60296 -1.48158 0.74051
Si 4.16657 -0.52178 0.02441
C 4.45849 -0.07245 -1.77324
C 4.04635 1.06861 1.01556
O 2.69432 -1.32701 0.24710
C 2.42144 -2.38264 -0.64393
C 1.06304 -2.15678 -1.26589
N -0.09879 -2.56547 -0.42689
C 0.08137 -3.17483 0.75916
C -0.97395 -3.59990 1.55189
I -0.53865 -4.55370 3.36390
C -2.26233 -3.38479 1.11887
C -2.42963 -2.73925 -0.09184
C -1.34932 -2.31902 -0.86691
C -1.64136 -1.58928 -2.15340
C -2.11752 -0.15204 -1.85680
S -0.74266 1.02380 -1.97500
C -1.34947 2.29427 -0.98030
N -1.13816 3.55425 -1.13193
N -1.75125 4.18825 -0.09129
C -2.30846 3.26563 0.61436
O -2.10405 2.03923 0.12697
H 5.44121 -1.51332 1.81572
H 6.50651 -0.89687 0.59576
H 5.71930 -2.48677 0.34755
H 5.14608 -0.80002 -2.20425
H 4.89959 0.90997 -1.90062
H 3.54674 -0.14561 -2.36649
H 3.23179 1.06431 1.73383
H 3.87782 1.89220 0.32300
H 4.98998 1.28287 1.50531
H 3.13217 -2.44831 -1.46911
H 2.49413 -3.34061 -0.13278
H 0.97545 -2.62409 -2.23988
H 0.96343 -1.08900 -1.43148
H 1.07982 -3.33561 1.11807
H -3.14963 -3.69792 1.64482
H -3.42780 -2.54623 -0.44646
H -0.82961 -1.63427 -2.86808
H -2.47827 -2.10970 -2.60508
H -2.48781 -0.11877 -0.84129
H -2.90494 0.11016 -2.55104
H -2.86626 3.48062 1.50357
O 4.85585 4.33020 -0.97172
S 4.31971 4.49487 -2.28980
O 4.96717 3.90192 -3.41872
O 4.09100 6.03573 -2.56519
C 5.20379 6.93517 -2.34805
C 6.20151 6.90223 -3.48748
C 2.63375 3.99767 -2.28411
H 5.67759 6.70743 -1.39260
H 4.75776 7.92359 -2.26465
H 6.72226 5.94653 -3.53176
H 6.94283 7.68967 -3.35380
H 5.69778 7.04731 -4.44271
H 2.12033 4.47493 -1.45389
H 2.63102 2.91578 -2.16222
H 2.17672 4.27111 -3.23127
O -5.67757 -3.67961 2.07999
S -5.98624 -3.02601 3.32403
O -5.52162 -3.56876 4.55918
O -7.53920 -2.76573 3.40259
C -8.43514 -3.88965 3.20101
C -8.54455 -4.76462 4.43204
C -5.49099 -1.33859 3.22225
H -8.11553 -4.46013 2.32848
H -9.39877 -3.44438 2.96573
H -7.61030 -5.28760 4.63299
H -9.32804 -5.50791 4.28882
H -8.78124 -4.16430 5.30977
H -5.88333 -0.91186 2.30305
H -4.40267 -1.31995 3.21939
H -5.87248 -0.81154 4.09223
*
```



Respective orbital gap values: 6.98 8.53 6.00 2.31 1.51 8.11 eV.
Respective LUMO energy values: -3.6 -3.0 -7.9 -0.5 -11.1 -3.9 eV.
Respective strongest force on any atom values: 0.7 0.1 2.4 4.8 1.4 1.6 eV Å⁻¹.